16
Properties=species:S:1:pos:R:3 method="wB97M-V/def2-TZVPD" relative_energy_kcal_mol=0.0 spin_multiplicity=2 orbital_gap_ev="3.56 / 3.98" homo_energy_ev="-6.86 / -7.28"
Cu 2.810 0.255 -2.166
O -4.305 0.569 0.451
O 0.923 -0.046 -1.576
O -4.039 -0.081 -1.687
C -3.649 0.143 -0.522
C 0.932 0.017 0.823
C 0.312 -0.255 -0.525
C -1.077 -0.697 -0.538
C -2.194 -0.077 -0.243
C 2.399 0.407 0.800
H -1.554 -1.673 -0.004
H 3.022 -0.396 0.376
H 0.776 -0.887 1.434
H 2.559 1.346 0.248
H 0.323 0.797 1.308
H 2.761 0.578 1.822

***

13
Properties=species:S:1:pos:R:3 method="wB97M-V/def2-TZVPD" relative_energy_kcal_mol=22.1 orbital_gap_ev=9.48 total_charge=+1 homo_energy_ev=-13.93
I -2.760 -0.023 -0.184
N -0.782 2.378 0.430
N 0.124 -2.256 0.626
N -0.775 0.003 0.140
C 0.072 -1.236 -0.276
C -0.188 1.163 0.455
H -1.768 2.351 0.412
H 0.945 -0.610 -0.404
H 1.057 1.231 0.684
H 0.978 -2.328 1.261
H -0.429 -1.402 -1.311
H -0.488 -2.988 0.562
H -0.220 3.175 0.653

***

14
Properties=species:S:1:pos:R:3 method="wB97M-V/def2-TZVPD" relative_energy_kcal_mol=83.9 orbital_gap_ev=9.25 homo_energy_ev=-8.62
C -0.724 -0.652 -0.001
C 0.717 -0.618 -0.313
C 0.423 -1.705 0.551
C 1.242 0.600 0.089
C -1.008 0.712 0.378
C 0.164 1.448 0.428
H -2.009 1.138 0.395
H 0.119 -2.679 0.170
H -0.664 0.759 -1.885
H 0.835 -1.702 1.558
H -0.103 0.268 -2.003
H 2.296 0.806 0.233
H -1.447 -1.218 -0.581
H 0.246 2.486 0.738

***

73
Properties=species:S:1:pos:R:3 method="wB97M-V/def2-TZVPD" relative_energy_kcal_mol=1.4 spin_multiplicity=6 orbital_gap_ev="7.07 / 7.03" homo_energy_ev="-8.01 / -8.05"
Br 1.076 -0.956 2.169
Br -1.394 0.537 -2.080
Mn -0.127 -0.170 0.087
O -2.870 2.878 1.610
O -0.935 -2.329 -0.143
O 1.530 -0.763 -1.461
O -2.323 -3.518 -1.278
O 0.988 1.699 -0.116
O 2.926 -2.402 -1.492
O -4.306 -0.928 2.231
O -3.018 -0.569 0.536
O -1.293 1.421 1.562
O 1.378 3.172 -1.627
N -1.276 -3.359 -0.694
N 1.484 2.747 -0.509
N 2.471 -1.379 -1.932
N -4.058 -0.929 1.041
N -1.842 2.393 2.026
C -0.655 4.862 4.538
C 0.331 -6.628 -1.341
C 0.840 -4.304 0.059
C 4.861 -0.688 -4.684
C 3.068 0.936 -4.751
C 3.344 3.605 2.573
C 1.490 -6.512 -0.584
C 2.470 0.343 -3.652
C -6.800 -2.881 -0.492
C -1.263 2.963 3.247
C 4.013 4.759 2.172
C 4.184 -1.354 -3.677
C 1.753 -5.342 0.121
C 2.482 2.967 1.713
C 3.059 -0.790 -3.120
C -5.203 -0.704 -1.105
C -0.052 2.648 5.263
C 4.256 0.422 -5.261
C -0.580 -5.599 -1.410
C -5.091 -1.363 0.097
C -0.023 4.026 5.444
C -0.666 2.097 4.146
C -0.330 -4.469 -0.655
C 3.744 5.311 0.925
C -1.251 4.329 3.396
C 2.290 3.489 0.445
C -6.913 -2.271 -1.729
C 2.865 4.685 0.063
C -5.900 -2.418 0.445
C -6.131 -1.157 -2.023
H -6.259 -0.636 -2.961
H 1.999 2.041 2.004
H 4.636 -2.226 -3.219
H -5.786 -2.894 1.408
H 4.737 0.932 -6.088
H 2.683 1.874 -5.127
H -7.413 -3.751 -0.286
H 3.482 3.177 3.556
H -0.628 5.937 4.652
H 0.346 1.941 5.980
H 1.574 0.773 -3.219
H -1.789 4.965 2.706
H 4.276 6.206 0.630
H 5.794 -1.070 -5.070
H -0.802 1.028 4.046
H 4.793 5.202 2.778
H 1.076 -3.346 0.508
H 0.440 4.450 6.327
H 2.695 -5.153 0.616
H 2.694 5.060 -0.938
H -1.442 -5.670 -2.055
H -7.655 -2.571 -2.457
H 0.261 -7.460 -2.032
H 2.155 -7.359 -0.461
H -4.466 0.039 -1.391

***

20
Properties=species:S:1:pos:R:3 method="wB97M-V/def2-TZVPD" relative_energy_kcal_mol=109.3 orbital_gap_ev="7.14 / 7.48" homo_energy_ev="-6.69 / -6.84"
S 2.383 -1.017 -0.099
O 1.133 0.558 -1.299
O 2.653 0.181 0.805
N 0.873 -1.290 0.476
C -0.094 0.015 0.517
C -1.825 -1.985 0.044
C -1.385 -0.511 -0.297
C 0.728 2.524 0.288
C 0.701 1.072 -0.105
H 0.023 2.624 1.132
H -2.387 -2.065 0.991
H 0.464 3.196 -0.632
H -0.964 -2.646 0.016
H -2.507 -2.281 -0.755
H 0.426 -2.098 0.130
H -0.273 0.108 1.579
H -2.288 0.220 -0.365
H 1.755 2.686 0.656
H -1.070 -0.511 -1.285
H 1.651 1.220 -1.798

***

15
Properties=species:S:1:pos:R:3 method="wB97M-V/def2-TZVPD" relative_energy_kcal_mol=6.6 orbital_gap_ev=11.32 homo_energy_ev=-10.32
O 1.329 0.949 -1.502
C -0.232 0.326 0.194
C -0.363 -0.356 1.558
C 1.190 0.164 -0.331
C -1.264 -0.213 -0.807
H -2.206 0.347 -0.743
H 1.380 -0.902 -0.542
H 1.910 0.484 0.441
H -1.494 -1.270 -0.610
H -0.092 -1.418 1.478
H -1.393 -0.310 1.929
H -0.387 1.407 0.303
H 2.215 0.808 -1.854
H 0.289 0.099 2.313
H -0.882 -0.115 -1.829

***

59
Properties=species:S:1:pos:R:3 method="wB97M-V/def2-TZVPD" relative_energy_kcal_mol=0.0 spin_multiplicity=4 orbital_gap_ev="7.73 / 7.64" total_charge=+1 homo_energy_ev="-11.25 / -11.43"
Cr 0.655 -0.224 -1.530
S 1.912 1.946 -2.289
S -2.250 -0.115 -0.263
F 3.336 2.085 -0.100
F 2.923 3.985 -1.052
F 4.387 2.635 -1.912
O 0.761 -2.148 -2.272
O 2.345 0.540 -2.526
O 1.726 2.782 -3.414
O -0.183 0.063 -3.433
O -3.182 -1.188 -0.075
O 0.764 1.781 -1.345
O -2.266 0.642 -1.489
N 1.847 -0.806 0.013
N -0.718 -0.697 -0.203
C -1.720 2.955 2.253
C -0.336 -2.353 3.143
C -1.596 2.106 1.171
C -2.769 3.646 4.431
C 0.075 -2.286 -3.542
C 3.168 -0.853 0.012
C 3.895 -1.370 1.092
C -2.403 0.974 1.106
C 3.223 -1.857 2.181
C 3.236 2.722 -1.266
C 0.638 -3.345 -1.471
C -3.324 0.696 2.103
C 0.292 -0.994 -4.276
C -3.437 1.563 3.179
C 1.024 -2.369 3.257
C -0.252 -1.282 0.983
C -1.307 0.817 -3.950
C 1.813 -1.847 2.203
C -0.988 -1.826 2.005
C -2.640 2.698 3.272
C 1.159 -1.300 1.088
H -3.955 -0.179 2.026
H -2.066 -1.859 1.939
H -1.084 1.074 -4.984
H -2.218 0.231 -3.858
H 1.509 -2.783 4.131
H -1.101 3.843 2.308
H -1.387 1.715 -3.348
H -0.945 -2.763 3.938
H -3.169 4.605 4.098
H 0.957 -4.195 -2.072
H -4.161 1.354 3.957
H -0.894 2.322 0.377
H 1.293 -3.238 -0.614
H -0.985 -2.466 -3.345
H -0.396 -3.465 -1.151
H 3.764 -2.264 3.026
H 3.669 -0.476 -0.868
H 1.353 -0.822 -4.459
H -0.244 -0.992 -5.224
H -3.433 3.250 5.197
H 0.504 -3.129 -4.084
H 4.974 -1.375 1.044
H -1.797 3.840 4.885

***

20
Properties=species:S:1:pos:R:3 method="wB97M-V/def2-TZVPD" relative_energy_kcal_mol=65.0 orbital_gap_ev=9.99 homo_energy_ev=-9.35
O -0.703 0.750 -2.308
O -2.628 -2.251 1.222
N 1.432 1.566 0.925
N -2.396 0.176 -0.842
C -1.086 0.352 -1.218
C -0.108 0.096 -0.115
C 2.417 -0.481 0.028
C 1.373 0.710 -0.125
H 2.816 -0.728 -0.990
H 3.379 -0.238 0.683
H 2.329 1.831 1.101
H 0.993 2.519 0.744
H -0.636 0.209 0.889
H -2.471 -2.164 0.333
H 1.851 -1.290 0.574
H -2.617 0.540 0.114
H 1.505 1.170 -1.249
H -0.186 -1.120 -0.126
H -3.128 0.100 -1.559
H -2.136 -1.747 1.919

***

17
Properties=species:S:1:pos:R:3 method="wB97M-V/def2-TZVPD" relative_energy_kcal_mol=62.7 orbital_gap_ev=9.84 homo_energy_ev=-8.98
O -2.210 -0.886 -0.932
N 0.680 -1.239 -0.362
C -1.267 -0.204 -0.541
C 1.030 0.005 -1.099
C -0.282 1.362 0.466
C 0.159 -1.011 1.015
C -0.226 0.834 -0.974
C -0.903 0.093 0.993
H -0.340 1.430 -1.903
H -0.231 -2.055 1.178
H -1.635 0.157 1.778
H 1.174 -0.340 -2.172
H 0.958 -0.870 1.789
H -1.075 2.040 0.746
H 0.680 1.830 0.939
H 1.996 0.579 -0.684
H 1.492 -1.724 -0.238

***

13
Properties=species:S:1:pos:R:3 method="wB97M-V/def2-TZVPD" relative_energy_kcal_mol=4.6 orbital_gap_ev=6.40 total_charge=-1 homo_energy_ev=-2.44
S -1.638 1.870 -2.439
C 0.669 -0.786 0.128
C 0.938 0.306 1.127
C -0.833 -0.887 -0.177
H -1.197 0.118 -0.373
H -1.105 -1.542 -0.997
H -0.738 2.655 -1.822
H -1.324 -1.264 0.730
H 1.806 0.102 1.765
H 0.129 0.454 1.856
H 1.037 -1.795 0.348
H 1.162 -0.509 -0.806
H 1.093 1.275 0.659

***

14
Properties=species:S:1:pos:R:3 method="wB97M-V/def2-TZVPD" relative_energy_kcal_mol=99.5 orbital_gap_ev="7.55 / 7.55" homo_energy_ev="-8.15 / -8.15"
O -0.382 0.759 2.450
C -0.485 1.699 1.384
C 0.892 -0.787 -0.984
C 0.758 0.146 -0.012
C -0.013 -1.085 -2.136
C -0.101 1.297 0.010
H -1.481 2.174 1.380
H 1.418 0.001 0.852
H 0.212 2.525 1.628
H -0.864 -0.402 -2.190
H 0.540 -1.072 -3.085
H -0.392 -2.110 -2.015
H -0.950 0.009 2.225
H 1.711 -1.496 -0.856

***

6
Properties=species:S:1:pos:R:3 method="wB97M-V/def2-TZVPD" relative_energy_kcal_mol=65.0 orbital_gap_ev=6.99 total_charge=-1 homo_energy_ev=-3.05
S -0.086 -0.947 -1.405
O 0.339 1.274 1.894
O -0.666 0.394 0.160
O -1.297 -1.111 -2.253
O 1.344 -0.138 0.686
N 0.366 0.528 0.919

***

16
Properties=species:S:1:pos:R:3 method="wB97M-V/def2-TZVPD" relative_energy_kcal_mol=1.0 orbital_gap_ev=9.17 homo_energy_ev=-8.63
S -2.441 -1.271 0.187
O 1.662 1.387 0.677
N -3.398 1.189 -0.255
N -1.085 0.939 -0.107
N 2.100 -0.650 -0.231
N 3.477 -0.414 -0.342
C -0.672 -1.322 0.281
C 1.273 0.323 0.218
C -0.159 -0.076 0.148
C -2.273 0.426 -0.107
H 3.614 0.576 -0.613
H -4.316 0.921 0.040
H -3.219 2.184 -0.277
H -0.169 -2.218 0.366
H 3.864 -0.470 0.591
H 1.741 -1.525 -0.575

***

79
Properties=species:S:1:pos:R:3 method="wB97M-V/def2-TZVPD" relative_energy_kcal_mol=55.4 spin_multiplicity=6 orbital_gap_ev="4.34 / 7.28" homo_energy_ev="-6.10 / -8.15"
Br 0.018 -0.679 4.176
As 2.446 1.764 -1.303
Mn 0.968 0.375 0.544
S -0.942 2.156 -1.480
O -1.005 3.305 -0.625
O -0.139 1.018 -0.872
O 4.055 2.355 -1.687
O -2.176 1.636 -1.999
O 1.960 2.273 0.229
O 2.511 0.112 -1.151
O -1.941 -4.588 -4.692
O -0.863 -6.323 -3.863
N 1.137 -1.816 0.276
N 2.276 -0.109 1.931
N -2.031 -0.891 -0.126
N 0.016 1.564 2.501
N -1.235 -0.633 1.026
C 0.098 2.577 -2.855
C -0.496 -4.241 -2.770
C -0.002 2.887 2.259
C -0.066 2.056 4.834
C -0.036 3.858 3.250
C 4.283 -0.836 3.681
C -0.017 1.177 3.772
C -2.911 -3.104 0.377
C 0.228 3.461 -5.076
C -0.474 -2.852 -2.876
C 2.902 0.833 2.674
C 0.067 -2.067 -1.879
C -3.271 -1.646 0.103
C 0.060 -4.822 -1.639
C 1.495 2.465 -2.810
C 0.618 -2.642 -0.735
C 2.671 -1.417 1.995
C -0.070 3.415 4.560
C -1.084 -5.147 -3.801
C 3.888 0.524 3.558
C 3.685 -1.783 2.907
C -0.010 5.318 2.876
C 2.246 2.843 -3.914
C -4.046 -1.544 -1.207
C 0.603 -4.042 -0.635
C 1.609 3.338 -5.043
C -0.535 3.074 -3.984
C 2.050 -2.295 1.108
C -4.111 -1.080 1.255
H -4.412 -0.525 -1.367
H 3.977 -2.826 2.957
H -3.817 -3.712 0.459
H -2.290 -3.498 -0.436
H 0.047 -5.903 -1.557
H 1.019 5.656 2.733
H 2.389 -3.324 1.068
H 3.321 2.752 -3.884
H -4.259 -0.002 1.129
H -0.851 -2.349 -3.761
H -5.098 -1.555 1.275
H -0.105 4.128 5.377
H 4.356 1.310 4.134
H -0.100 1.680 5.847
H -1.733 -0.074 1.714
H -0.258 3.858 -5.958
H -1.616 3.139 -4.000
H 4.669 1.691 -1.337
H -0.538 5.488 1.938
H -3.393 -1.810 -2.045
H -2.080 -3.660 -4.475
H 0.080 -0.996 -1.983
H -2.208 -0.024 -0.610
H -0.461 5.937 3.652
H -2.358 -3.217 1.317
H 0.015 3.180 1.218
H 0.981 -4.530 0.255
H 2.198 3.622 -5.905
H -1.022 -1.521 1.454
H 5.069 -1.112 4.373
H -4.901 -2.224 -1.200
H -3.642 -1.261 2.227
H 2.590 1.854 2.519